(1)
Below is a molecular structure, C4H4, with properties calculated with ωB97M-V/def2-TZVPD.

Last column: Mulliken charge in e.
Element x y z (Å)
C -1.1577 -0.7352 0.0021  -0.366
C -1.8194 0.4576 0.2475  0.239
H -1.5146 1.2521 0.9275  0.341
H 1.3579 0.0838 0.7843  -0.221
H -1.1520 0.0664 -2.0431  0.337
H 2.0498 -0.1679 0.8957  0.213
C -2.8508 0.0017 -0.5405  -0.511
C -1.6260 -0.1914 -1.2087  -0.033

Output
HOMO energy   -9.360 eV
Gap between HOMO and LUMO   0.3559 Ha
E   -154.5166 hartree
Relative energy (zero: lowest compared OMol25 entry of this formula, charge and spin)   5.5469 eV
Total charge   0



(2)
Below is 7 unconnected molecules or ions with the total composition C21H42O21, with properties calculated with ωB97M-V/def2-TZVPD.

Last column: Mulliken charge in e.
Element x y z (Å)
H -2.0695 -1.9391 0.9860  0.263
H -9.4300 -2.1969 -5.3994  0.302
O 0.1494 0.8924 -0.2512  -0.005
H -1.2955 3.0336 1.0194  0.156
O -6.9221 -2.6953 -4.4379  -0.534
H -0.7835 4.0574 2.2662  0.395
H 1.9796 1.4746 0.1401  0.028
H 3.7746 6.0026 -0.6518  0.250
C 5.1489 3.7445 3.6236  -0.161
H 3.6528 5.9407 1.1179  0.372
O 0.1841 -6.5511 1.4251  -0.320
H 0.7625 -2.6896 -0.2440  -0.106
H -0.9566 -0.8089 1.7239  -0.004
H 5.5791 -0.3601 1.5431  0.365
C 0.5414 -5.9069 0.3631  0.743
H -0.2956 -8.3220 2.3825  0.226
O 0.4833 3.8634 0.7964  -0.327
H -1.3546 -2.2976 2.5152  0.425
O -6.9890 -2.1116 -2.1494  -0.252
H 1.1272 -8.3985 1.3353  0.297
O 2.4043 3.6373 2.0211  -0.539
H -0.4848 -8.3266 0.6269  0.306
H 4.2655 0.3317 0.8001  0.081
C 1.4100 0.5456 0.1628  -0.987
C 2.8123 2.1814 -2.7232  -0.588
O -4.8542 0.2152 2.2868  -0.380
H -5.0131 -2.0929 -2.7004  0.274
O -1.7979 0.7949 -1.1473  -0.319
O -0.4389 -0.9499 -1.3882  -0.598
H -5.5877 -3.6201 -1.9413  0.319
C 6.9309 2.6460 -0.4130  -0.623
H 6.7079 2.8721 0.6298  0.059
O 0.7475 -4.5729 0.6888  -0.254
O 4.9772 1.5166 2.4747  -0.193
O 2.2771 4.7994 0.0893  -0.305
H -6.0537 1.3866 0.9263  0.286
O 4.0499 1.6804 -2.1292  -0.361
H -2.6715 0.1740 -3.0214  0.397
C -7.5522 -2.2840 -3.4617  0.679
H 5.1298 4.1011 2.5937  -0.107
C 4.7137 0.2547 1.7907  -0.681
C -0.6850 0.1378 -0.9205  0.706
O 6.0480 2.7390 3.8553  -0.367
H 4.0136 -0.3904 2.3215  0.384
C -5.6644 -2.5328 -1.9451  -0.302
H 4.4311 4.6473 0.2013  -0.029
H 7.2761 3.5569 -0.9022  0.359
H -10.0103 -3.5052 -4.3608  0.282
C -0.4080 3.2779 1.6032  -0.637
H 7.7913 1.9817 -0.4934  0.328
C 5.0457 2.5265 -1.8355  0.932
H -6.5537 -0.2926 1.1423  0.292
C 1.7831 4.0873 1.0822  0.843
H 1.8915 -0.2498 -0.4061  0.545
C 3.5981 5.3502 0.2034  -0.460
H 1.3519 0.2088 1.1978  0.456
C 0.1341 -7.9633 1.4472  -0.643
O -4.0742 -1.0763 0.5979  -0.462
O 4.9519 3.7347 -2.0609  -0.626
H 1.8528 -3.7773 -1.0371  0.392
C -1.7870 -1.4827 1.9347  -0.477
H 3.0592 2.0810 -3.7801  0.393
O 6.8793 0.7936 3.4567  -0.646
H 4.1667 3.3200 3.8314  0.253
O -8.9101 -2.1326 -3.3194  -0.287
H -5.3188 -2.1219 -0.9965  -0.053
H 1.9262 1.5620 -2.5842  0.097
C -3.9345 -0.5414 1.6718  0.830
H -2.7930 -0.8891 -1.7673  0.288
H 2.6583 3.2422 -2.5252  0.293
H -3.8243 0.5357 -1.6966  0.298
H 5.3539 4.6845 4.1359  0.315
H 0.1378 -3.8883 -1.2223  0.327
O -2.8570 -0.6483 2.4424  -0.373
C -2.8213 0.1864 -1.9418  -0.855
O 0.6248 -6.4648 -0.7521  -0.578
C -6.0645 0.5520 1.6274  -0.697
C 6.0284 1.6391 3.2203  0.794
H -0.0258 2.4114 2.1429  0.300
C 0.9189 -3.7431 -0.4761  -0.392
C -9.8193 -2.4332 -4.4091  -0.647
O 5.9101 1.9095 -0.9987  -0.295
H -10.7962 -1.9520 -4.3614  0.257
H -6.7437 0.8969 2.4071  0.287

Output
HOMO energy   -10.388 eV
Structure (SMILES)   COC(=O)OC.COC(=O)OC.COC(=O)OC.COC(=O)OC.COC(=O)OC.COC(=O)OC.COC(=O)OC
Gap between HOMO and LUMO   0.3991 Ha
E   -2405.3268 hartree
Relative energy (zero: lowest compared OMol25 entry of this formula, charge and spin)   3.5637 eV
Total charge   0



(3)
Below is a molecular structure, C26H56GeIrNO3PS2Si3, with properties calculated with ωB97M-V/def2-TZVPD.

Last column: Mulliken charge in e.
Element x y z (Å)
C 0.4734 5.0180 -2.5749  -0.473
H -0.3772 5.6726 -2.4646  0.388
Si -3.6634 -0.4014 0.5968  0.358
H -0.9746 -2.8140 4.3896  0.470
H 3.6609 -3.4881 0.8337  0.105
H 4.1718 -4.8546 -1.1619  0.368
C -1.3230 1.9402 -3.1460  -1.189
H 1.4223 -0.1283 2.4069  -0.489
H -4.6147 -1.9658 2.3201  0.273
H -2.7414 1.7088 1.5578  0.084
H 3.6265 0.4314 3.4069  0.263
H -2.2968 -5.2106 0.9206  0.291
H 3.1814 3.5899 0.1080  0.520
O 0.7125 1.8367 2.0482  -0.643
H -1.7022 -2.2928 -4.2876  0.500
C 2.1836 3.7359 0.5221  -1.086
C -2.4431 -4.6146 1.8164  -1.163
S 4.0367 1.0016 0.8084  -0.435
H 3.0534 4.2398 3.7377  0.317
H -2.3247 -0.8788 -3.4543  0.201
H 1.7585 6.6572 -3.0471  0.378
C -1.5668 -1.6550 -3.4170  -1.052
C -0.2918 -4.0045 -1.8496  -0.521
H 0.4710 -4.8972 1.2303  0.542
H -0.5062 -4.8208 -1.1672  0.271
H -3.4807 0.7552 2.8335  0.324
H -5.9033 -1.2818 1.3465  0.418
H -4.9179 -2.5861 0.7068  0.280
C 0.3444 3.6423 -2.4209  -0.152
C -3.3504 -3.6098 -1.8144  -1.035
H -3.4908 -4.1952 -0.9125  0.238
H 1.2134 -3.3139 1.2687  -0.329
P 3.3118 -0.7794 0.4327  0.868
H -1.0997 -1.2675 3.5671  0.227
H -1.9081 4.7400 -1.2210  0.608
C 2.0615 -0.9248 2.8038  1.077
H -4.4934 1.6805 1.7389  0.372
C 1.6943 5.5872 -2.8990  -0.826
H 1.4217 -1.6941 3.2435  -0.145
H -3.4750 -4.2837 1.8377  0.296
C -0.9729 2.9629 -2.0534  3.777
C -1.4759 -2.2865 3.5834  -1.259
H -3.3893 -4.2928 -2.6577  0.386
H -0.5939 -1.1806 -3.5018  0.190
H -3.8088 1.1895 -1.3192  -0.246
O 4.5259 -1.7590 0.0878  -0.384
H 2.4665 0.0187 4.6804  0.395
H -4.1882 -2.9272 -1.9043  0.255
H 1.8223 4.7328 0.2633  0.570
H 5.4218 -3.4931 0.5794  0.348
H 3.7741 5.2468 -3.2739  0.421
C -3.5916 1.0797 1.8037  -0.997
H 3.5855 2.7999 -2.9446  0.422
H -0.1904 -4.4213 -2.8479  0.428
C 4.2574 -3.7735 -1.2249  -0.951
C -4.3785 0.3114 -1.0316  -0.608
Ir 0.2451 0.5308 0.0330  0.982
Ge -1.3858 -1.2821 0.2545  0.265
H -2.3279 4.4329 -2.9131  0.469
H 3.3477 -3.3727 -1.6648  0.136
H 1.6553 2.6054 3.6441  0.284
H -2.2979 1.5073 -2.9327  0.261
C 2.8211 4.7986 -3.0362  -0.473
H 3.6955 -1.1573 4.1821  0.418
H -1.0981 2.9658 0.0983  0.456
C 3.1439 4.4028 2.6636  -0.943
Si -1.6709 -2.6766 -1.8015  0.268
H -1.3503 2.4242 -4.1213  0.456
H 0.6636 -3.5699 -1.5727  -0.174
C -4.8957 -1.6851 1.3096  -1.156
H 5.0934 -3.5167 -1.8696  0.292
H 2.9354 5.4531 2.4382  0.328
C 1.5031 2.6292 2.5538  -0.242
H -0.5876 1.1429 -3.1770  0.070
H -3.0293 3.4489 -1.6254  0.274
H 1.4112 1.7885 -2.4486  0.071
N 2.2154 3.5614 1.9519  0.389
Si -1.2180 -3.1379 1.8787  0.434
C -0.7648 2.3186 -0.7170  -1.868
H -2.2901 -5.2712 2.6684  0.401
C 0.5109 -3.9628 1.7811  -0.663
H 1.5123 2.9942 0.0838  -0.223
H 4.1693 4.1770 2.3550  0.312
C 2.7114 3.4276 -2.8629  -0.858
H 0.9187 -4.1846 2.7637  0.498
H -2.5318 -2.2397 3.8312  0.342
H -5.4153 0.6109 -0.9092  0.476
C 1.4877 2.8593 -2.5717  0.034
C 4.4624 -3.1801 0.1561  -0.033
C -2.1306 3.9675 -1.9513  -2.276
O 2.7375 -1.5658 1.7378  -0.423
C 3.0289 -0.3702 3.8360  -1.528
S 1.9454 -0.9531 -1.0861  -0.547
H -4.3408 -0.4046 -1.8446  0.243

Output
HOMO energy (spin up / spin down)   -7.514 / -7.615 eV
2S+1   2
Gap between HOMO and LUMO (spin up / spin down)   0.2240 / 0.2364 Ha
Expectation value of S²   0.925
E   -5492.2810 hartree
Total charge   0



(4)
Below is 8 unconnected molecules or ions with the total composition C7H30O8, with properties calculated with ωB97M-V/def2-TZVPD.

Last column: Mulliken charge in e.
Element x y z (Å)
H 0.8630 -15.5413 -0.5099  0.280
H -2.7732 -19.8788 -4.1992  0.345
O -0.9853 -17.8910 -4.1160  -0.423
H -3.2248 -13.7142 -2.6475  0.010
H -3.2899 -17.4467 -5.0069  0.332
C 0.4657 -14.5516 -0.7351  -0.638
C -2.5131 -19.5656 -3.1881  -1.516
O 3.3682 -15.3718 -4.4648  -0.524
O -0.6608 -14.5706 -4.2817  -0.359
H -4.2660 -17.5871 -3.6178  0.425
H 0.1887 -13.9205 0.1094  0.283
C -3.2736 -17.2640 -3.9325  -1.077
H -0.2449 -17.4860 -7.3253  0.314
O -4.5840 -12.0741 -2.2409  -0.537
O -0.7171 -14.7752 -1.4895  -0.462
H -3.1105 -16.2098 -3.7090  0.061
C -0.0013 -12.5274 -7.1535  -0.471
H -1.2860 -15.4154 -1.0557  0.244
H 3.0860 -16.6219 -6.0929  0.292
H 0.6212 -12.0054 -6.4267  0.208
C -3.3258 -12.7699 -2.1125  -0.298
H -1.6819 -20.1345 -2.7715  0.425
H 1.1795 -13.9209 -1.2650  0.254
H -0.9489 -13.6393 -5.8505  0.416
O 2.0469 -13.1524 -4.5753  -0.688
H 4.2956 -15.6148 -4.4165  0.291
H -0.7686 -14.4848 -3.3345  0.221
H -2.5702 -12.1787 -2.6299  0.284
O -1.1842 -13.0309 -6.5549  -0.536
H -0.2335 -11.7596 -7.8915  0.258
H 1.6808 -16.1964 -5.1379  -0.025
H -3.3027 -19.7546 -2.4608  0.385
H 2.9558 -17.2838 -4.4410  0.284
C -2.1512 -18.0881 -3.2781  0.726
H -4.4971 -11.6381 -3.0917  0.319
H -0.9341 -17.5931 -5.9816  0.353
C 2.7451 -16.4237 -5.0767  -0.348
H 1.1743 -13.4171 -4.2841  0.281
H -2.9864 -12.9532 -1.0931  0.248
H -2.0366 -17.7654 -2.2433  0.011
H -0.3176 -18.5217 -3.8367  0.198
H 0.5038 -13.3757 -7.6152  0.196
H -0.5955 -15.5138 -4.4314  0.154
H 2.6069 -13.8998 -4.3653  0.410
O -1.1091 -17.4661 -6.9140  -0.605

Output
HOMO energy   -9.098 eV
Structure (SMILES)   CC(C)O.CO.CO.CO.CO.O.O.O
Gap between HOMO and LUMO   0.3344 Ha
E   -886.5216 hartree
Relative energy (zero: lowest compared OMol25 entry of this formula, charge and spin)   2.2288 eV
Total charge   0



(5)
Below is a molecular structure, C31H39BN9O2S3V, with properties calculated with ωB97M-V/def2-TZVPD.

Last column: Mulliken charge in e.
Element x y z (Å)
H 4.2533 -2.9326 3.8512  0.500
H 4.0927 -5.2215 1.3030  0.378
C 2.3272 -1.1309 -3.7762  0.361
H 5.6077 0.6171 -5.1719  0.361
H 5.9954 2.1621 4.1066  0.462
C 6.6564 -1.2870 -3.4775  -1.433
C 5.6456 4.3449 2.5094  -2.282
C 5.4141 -3.4903 1.4252  2.058
H 5.8393 4.9345 1.6108  0.454
N 2.6105 1.3569 0.3197  0.836
H 4.7770 -4.9686 2.9158  0.357
S 0.2201 1.8318 -0.6135  -0.325
C 6.6439 -3.0514 2.2334  -1.574
H 5.7871 -5.6081 1.6239  0.468
H 7.5481 0.8188 -1.9966  0.570
C 3.7877 -2.3766 3.0478  -0.221
C 5.1030 2.1066 3.4824  -1.510
C -5.3860 0.3735 -0.6341  0.054
C 1.7359 2.3121 0.0064  0.981
H 6.5822 -4.1694 -0.2425  0.546
C 1.7569 -0.8351 -2.4945  0.687
C 5.9867 1.0157 -4.2294  -1.810
H 2.7382 -1.9020 5.4353  0.453
C 4.0758 2.7541 1.3291  -0.339
H 0.9602 4.7268 -1.2067  0.379
H 1.6083 5.7390 0.0983  0.387
C -3.2709 -0.0122 0.4020  0.423
N 3.7475 1.5356 0.9966  -0.204
H 2.1004 -0.3199 4.9479  0.402
H 6.9483 -2.0366 1.9671  0.253
H 6.4630 -3.0854 3.3089  0.373
C 1.4596 -1.6593 -4.8742  -1.925
C 4.2742 -2.5357 1.7222  -0.072
C 4.4326 -0.3524 -2.8798  0.155
H 4.8402 4.8171 3.0755  0.469
B 2.2828 -0.0756 -0.0666  -0.227
H 5.9814 1.5062 -1.5412  0.332
H 4.8925 1.0564 3.2711  0.151
C 1.1744 4.7705 -0.1375  -1.915
V -0.0542 -0.5356 0.0650  0.029
H 6.2826 -1.7218 -4.4054  0.362
C 5.8950 -0.0104 -3.0896  2.401
N 2.7461 -1.0366 1.0105  1.393
H 0.2184 4.6756 0.3813  0.413
O 0.9994 -3.3075 0.4121  -0.252
H 7.7089 -1.0470 -3.6296  0.479
C 2.0936 3.6624 0.2619  0.217
N 3.9022 -0.1297 -1.7161  -0.295
C 2.1649 -0.8921 2.2118  1.012
C 5.7579 -3.4796 -0.0605  -1.646
H 6.4245 -0.1027 -0.9834  -0.081
S 0.7341 0.0628 2.2971  -0.321
C 2.7328 -1.5596 3.3222  -0.277
H 4.9064 -3.7897 -0.6658  0.346
N -5.5280 0.3771 2.9370  -0.396
H 5.4269 1.9219 -3.9898  0.354
H 3.5740 4.8606 1.1801  0.619
H 6.3303 1.2210 1.1888  0.002
N -6.0151 0.5198 -1.5861  -0.395
H 6.0604 -2.4831 -0.3836  -0.030
C 4.9844 -4.9047 1.8464  -1.751
H 7.4188 2.3372 2.0339  0.501
S 0.0691 -0.9910 -2.2922  -0.281
N -2.1182 -0.2102 0.2856  -0.525
H 2.0527 -1.8763 -5.7593  0.391
H 7.0299 1.2922 -4.3843  0.476
C 3.2681 3.8550 0.9293  -0.362
C 3.6518 -0.8969 -3.9378  -0.588
H 4.1199 -1.1059 -4.8906  0.419
C 2.1485 -1.3782 4.6868  -1.863
H 6.5434 4.3857 3.1256  0.406
C 5.3353 2.8854 2.1784  2.260
C -4.5932 0.2130 0.5411  0.112
C 6.4968 0.5877 -1.8227  -1.773
C -5.1318 0.2976 1.8597  0.045
H 4.2669 2.5250 4.0469  0.391
H 0.9453 -2.5676 -4.5576  0.409
H 1.1257 -1.7589 4.7136  0.380
H 6.5886 -2.0429 -2.6924  0.112
H 7.4761 -3.7224 2.0197  0.473
H 0.6884 -0.9324 -5.1361  0.432
C 6.5193 2.2705 1.4210  -1.337
O 0.3562 -2.1967 0.3373  -0.144
N 3.7563 -1.8622 0.7309  -1.017
H 6.7074 2.8033 0.4872  0.371
N 2.5921 -0.4099 -1.5296  0.518

Output
HOMO energy (spin up / spin down)   -10.011 / -10.003 eV
2S+1   4
Gap between HOMO and LUMO (spin up / spin down)   0.2064 / 0.1680 Ha
Expectation value of S²   3.788
E   -4011.0903 hartree
Relative energy (zero: lowest compared OMol25 entry of this formula, charge and spin)   0.0000 eV
Total charge   +1



(6)
Below is a molecular structure, C4H5B2F11O2Sn, with properties calculated with ωB97M-V/def2-TZVPD.

Last column: Mulliken charge in e.
Element x y z (Å)
C -1.5159 3.5567 -2.7052  -1.184
H -1.7145 2.2327 -1.1210  0.259
H -2.3497 4.1542 -2.3366  0.369
C 0.1349 0.5189 -1.5212  0.357
F 2.2969 -5.5835 0.8837  -0.321
F 1.7520 -3.4389 0.6347  -0.181
F 0.7595 -0.4682 3.9703  -0.273
F -1.4756 -0.5801 4.0358  -0.302
F -0.3897 0.7168 5.4384  0.118
H -2.4452 1.6516 -2.6364  0.318
B 1.4551 -4.5788 1.2954  0.344
F 1.8354 -1.0532 -1.3691  -0.201
F 2.4259 1.0413 -1.2173  -0.237
B -0.3865 0.2447 4.1846  0.553
O -0.5673 -0.0538 -0.6672  -0.551
C -1.5652 2.1191 -2.1947  -0.186
O -0.2964 1.5036 -2.3351  -0.215
F 1.8363 0.2100 -3.1337  -0.197
H -0.5485 3.9642 -2.4116  0.347
C 1.6167 0.1571 -1.8406  0.898
F 0.1731 -4.8532 1.0920  -0.308
H -1.5407 3.5046 -3.7937  0.307
F 1.5769 -4.3686 2.6742  -0.360
Sn -0.5318 -1.9610 1.6448  1.672
F -0.5357 1.3639 3.4296  -0.027

Output
HOMO energy (spin up / spin down)   -14.764 / -14.753 eV
2S+1   2
Gap between HOMO and LUMO (spin up / spin down)   0.2590 / 0.0784 Ha
Expectation value of S²   0.756
E   -1668.3290 hartree
Total charge   +1